Record 1
C4H9N2S | ωB97M-V/def2-TZVPD

```
! RIJCOSX wB97M-V def2-TZVPD def2/J DEFGRID3
* xyz 1 1
C -0.74 -0.94 1.03
C -1.32 -0.87 -1.23
C 2.05 1.58 0.66
C -0.44 0.36 -1.18
N -1.50 -1.43 -0.18
N 0.05 0.01 0.33
S 1.71 -0.13 0.35
H -0.26 -1.78 1.36
H -1.25 -0.64 1.93
H -1.74 -1.28 -2.17
H 3.09 1.78 0.75
H 1.56 1.85 1.53
H 1.36 2.09 -0.04
H 0.54 0.31 -1.83
H -0.96 1.34 -1.24
H -2.14 -2.25 -0.06
*
```

Values from the calculation:
- strongest force on any atom (eV/A) = 7.70
- ΔE to the lowest compared entry with this formula, charge and spin (kJ/mol) = 350.39
- total energy (eV) = -18099.895
- SMILES = CSN1CC=[NH+]C1
- orbital gap (eV) = 7.929
- highest occupied orbital energy (eV) = -12.3

***

Record 2
C8H8O | ωB97M-V/def2-TZVPD

```
! RIJCOSX wB97M-V def2-TZVPD def2/J DEFGRID3
* xyz 0 1
C -0.67 -1.43 -1.72
C -0.98 -0.18 -2.09
C 1.34 -2.38 0.81
C 0.50 3.15 1.31
C 0.38 -1.48 0.87
C -0.08 2.77 0.24
C -0.50 -1.07 -0.25
C -0.83 0.29 -0.66
O -1.72 -0.37 0.14
H -0.58 -2.34 -2.13
H -1.33 0.43 -3.01
H 1.89 -2.79 1.69
H 1.66 -2.81 -0.15
H 0.63 4.17 1.60
H 0.81 2.48 2.11
H 0.05 -1.38 1.91
H -0.58 2.94 -0.65
*
```

Values from the calculation:
- strongest force on any atom (eV/A) = 3.64
- ΔE to the lowest compared entry with this formula, charge and spin (kJ/mol) = 878.14
- total energy (eV) = -10463.022
- orbital gap (spin up / spin down) (eV) = 9.066 / 7.968
- highest occupied orbital energy (spin up / spin down) (eV) = -8.7 / -8.3

***

Record 3
C25H44I3NNbO4 | ωB97M-V/def2-TZVPD

```
! RIJCOSX wB97M-V def2-TZVPD def2/J DEFGRID3
* xyz -1 1
C -4.95 0.52 -3.12
C -3.84 1.33 -4.00
C -2.69 1.94 -3.03
I -2.51 4.05 -3.73
Nb -0.71 0.81 -2.96
I -2.07 -1.62 -3.65
I -0.40 1.39 -5.72
C 0.30 2.81 -2.45
C 1.80 2.72 -1.89
C 1.96 2.53 -0.31
C 3.53 2.26 0.00
C 3.78 1.65 1.47
C 2.96 0.28 1.74
C 2.09 0.42 3.10
O 0.68 0.63 2.83
C -0.15 -0.40 3.42
C 1.28 -0.27 -3.04
C 1.33 -1.85 -3.20
C 0.95 -2.66 -1.84
O 0.10 -3.56 -1.76
O 1.78 -2.27 -0.71
C -0.89 0.17 -0.80
C -1.84 1.00 0.14
C -3.32 0.48 0.26
C -4.40 1.17 1.12
C -4.03 2.43 1.98
C -5.13 3.12 2.92
C -2.56 2.91 1.90
C -1.50 2.24 1.00
H -4.48 -0.22 -2.39
H -5.78 0.08 -3.77
H -5.45 1.33 -2.48
H -3.47 0.77 -4.91
H -4.45 2.22 -4.42
H -3.22 2.08 -2.01
H 0.42 3.33 -3.47
H -0.30 3.44 -1.70
H 2.23 3.79 -2.07
H 2.52 2.07 -2.52
H 1.28 1.76 0.17
H 1.72 3.54 0.19
H 4.04 1.66 -0.83
H 4.02 3.30 -0.01
H 4.90 1.39 1.55
H 3.56 2.41 2.31
H 3.75 -0.54 1.95
H 2.34 -0.06 0.85
H 2.54 1.21 3.80
H 2.18 -0.58 3.67
H 0.23 -1.46 3.25
H -0.31 -0.25 4.55
H -1.18 -0.29 2.94
H 1.88 -0.02 -2.08
H 1.90 0.20 -3.90
H 2.46 -2.11 -3.32
H 0.85 -2.30 -4.13
H 1.22 -2.12 0.08
H -1.31 -0.91 -0.80
H 0.19 0.03 -0.41
H -3.63 -0.45 -0.32
H -5.46 0.76 1.12
H -5.40 4.19 2.60
H -6.05 2.46 3.09
H -4.64 3.23 3.96
H -2.27 3.80 2.54
H -0.46 2.67 0.96
C 1.79 -4.95 3.33
O 0.96 -4.06 3.26
N 2.59 -5.36 2.31
C 3.56 -6.42 2.47
C 2.48 -4.70 1.02
H 1.96 -5.51 4.26
H 4.56 -6.03 2.26
H 3.33 -7.22 1.77
H 3.54 -6.82 3.49
H 2.68 -3.64 1.14
H 1.46 -4.82 0.65
H 3.18 -5.13 0.30
*
```

Values from the calculation:
- strongest force on any atom (eV/A) = 4.30
- total energy (eV) = -62164.975
- orbital gap (eV) = 6.587
- highest occupied orbital energy (eV) = -5.2

***

Record 4
C35H32GeIrNSSe | ωB97M-V/def2-TZVPD

```
! RIJCOSX wB97M-V def2-TZVPD def2/J DEFGRID3
* xyz 1 2
Ir 0.37 1.04 -0.18
S -2.06 4.80 -0.27
C -0.85 5.02 -1.47
C 0.02 3.98 -1.53
C -0.26 2.98 -0.57
C -1.37 3.29 0.19
C -1.84 2.48 1.29
C -2.95 2.78 2.08
C -3.23 1.99 3.18
C -2.39 0.93 3.49
C -1.34 0.66 2.63
N -1.09 1.39 1.55
H -0.85 5.91 -2.08
H 0.84 3.94 -2.23
H -3.56 3.64 1.83
H -4.09 2.20 3.81
H -2.56 0.31 4.36
H -0.67 -0.17 2.82
C 2.95 -1.75 -1.31
Ge 2.20 -0.61 0.12
C 1.19 -1.86 1.30
C -0.17 -2.12 1.08
C -0.82 -3.10 1.82
C -0.12 -3.83 2.77
C 1.22 -3.56 3.00
C 1.86 -2.56 2.29
C 3.75 0.06 1.13
C 5.01 -0.30 0.73
C 6.15 0.07 1.48
C 6.01 0.81 2.62
C 4.73 1.22 3.07
C 4.55 1.97 4.25
C 3.31 2.39 4.64
C 2.19 2.09 3.85
C 2.33 1.35 2.71
C 3.59 0.87 2.29
H 3.53 -2.55 -0.85
H 3.61 -1.17 -1.96
H 2.17 -2.19 -1.92
H -0.71 -1.57 0.33
H -1.87 -3.29 1.65
H -0.62 -4.62 3.32
H 1.77 -4.13 3.74
H 2.91 -2.34 2.49
H 5.15 -0.88 -0.17
H 7.13 -0.24 1.14
H 6.88 1.12 3.18
H 5.43 2.20 4.85
H 3.20 2.97 5.55
H 1.21 2.45 4.15
H 1.46 1.16 2.09
C -5.09 -2.23 -5.79
C -4.04 -1.71 -4.86
C -3.07 -2.56 -4.32
C -2.07 -2.09 -3.49
C -1.04 -3.05 -2.95
C -2.03 -0.72 -3.20
Se -0.50 -0.08 -2.27
C -3.01 0.16 -3.68
C -3.04 1.63 -3.37
C -4.00 -0.36 -4.51
H -4.97 -3.30 -5.96
H -5.02 -1.72 -6.75
H -6.08 -2.04 -5.39
H -3.10 -3.62 -4.56
H -1.27 -4.07 -3.26
H -1.02 -3.02 -1.86
H -0.05 -2.80 -3.31
H -2.23 1.92 -2.69
H -3.99 1.90 -2.91
H -2.93 2.21 -4.28
H -4.75 0.31 -4.91
*
```

Values from the calculation:
- strongest force on any atom (eV/A) = 4.12
- ΔE to the lowest compared entry with this formula, charge and spin (kJ/mol) = 247.92
- total energy (eV) = -173832.955
- orbital gap (spin up / spin down) (eV) = 5.504 / 5.726
- highest occupied orbital energy (spin up / spin down) (eV) = -10.5 / -10.6

***

Record 5
C30H46Cl2CuN5O10Si | ωB97M-V/def2-TZVPD

```
! RIJCOSX wB97M-V def2-TZVPD def2/J DEFGRID3
* xyz -1 2
C 2.75 -2.60 -3.74
C 2.23 -1.81 -4.90
H 2.49 -3.66 -3.88
H 2.32 -2.22 -2.80
H 3.85 -2.55 -3.66
C 2.30 -2.28 -6.16
C 2.85 -3.60 -6.55
H 1.93 -1.67 -6.99
H 2.40 -4.43 -5.98
H 3.94 -3.66 -6.43
H 2.62 -3.78 -7.61
Cu 0.63 0.18 1.18
Cl 1.72 1.75 0.02
C -0.77 2.88 1.16
O -1.27 1.76 1.32
N -1.20 3.83 0.33
C -2.47 3.68 -0.36
C -0.29 4.83 -0.18
H 0.13 3.14 1.74
H -3.21 3.30 0.34
H -2.40 2.97 -1.20
H -2.75 4.67 -0.73
H 0.46 5.06 0.58
H -0.85 5.74 -0.42
H 0.26 4.51 -1.08
H -3.00 1.58 3.80
H -1.36 1.05 6.19
C -3.05 0.49 3.86
C -1.71 0.06 5.87
N -1.80 -0.04 4.41
H -3.25 0.06 2.89
C -0.88 -0.65 3.66
O -0.91 -0.78 2.41
H -1.02 -0.69 6.27
H -0.10 -1.13 4.30
H -3.83 0.23 4.58
H -2.71 -0.09 6.28
H -0.11 -4.24 2.01
H -0.71 -3.91 -0.71
C -1.02 -4.85 1.85
C -1.72 -4.28 -0.46
N -1.95 -4.16 0.97
H -1.50 -4.99 2.83
C -2.76 -3.19 1.48
O -3.39 -2.37 0.81
H -2.45 -3.68 -1.01
H -2.81 -3.24 2.60
H -0.74 -5.82 1.42
H -1.80 -5.33 -0.76
O 0.65 -0.69 -3.53
C 1.61 -0.46 -4.57
C 0.04 -0.21 -6.56
C 1.07 0.31 -5.76
H -0.34 -1.21 -6.34
C -0.47 0.54 -7.62
H 2.41 0.13 -4.11
C 1.64 1.54 -6.07
H -1.29 0.13 -8.21
C 0.08 1.79 -7.92
C 1.14 2.29 -7.14
H 2.49 1.88 -5.46
H -0.31 2.37 -8.76
H 1.60 3.25 -7.38
Si -0.78 0.05 -3.07
Cl 1.13 -1.71 -0.21
C -2.17 -0.56 -4.16
C -0.52 1.89 -3.11
C -1.37 -0.45 -1.38
H -2.18 -0.05 -5.14
H -3.12 -0.36 -3.65
H -2.10 -1.64 -4.34
H -1.07 -1.50 -1.22
H -2.45 -0.33 -1.18
H -0.82 0.18 -0.67
H -0.14 2.26 -4.08
H 0.20 2.16 -2.32
H -1.48 2.38 -2.92
O 0.91 2.90 3.38
C 1.20 1.74 3.75
O 1.12 0.62 3.10
C 1.70 1.52 5.18
C 2.23 0.26 5.50
C 2.46 -0.10 6.84
C 2.27 0.82 7.87
C 1.77 2.09 7.55
C 1.53 2.46 6.21
N 1.38 2.98 8.61
O 1.53 2.59 9.79
O 0.90 4.10 8.32
N 2.72 -1.49 7.13
O 2.76 -2.31 6.18
O 2.89 -1.81 8.32
H 2.40 -0.46 4.72
H 2.49 0.55 8.89
H 1.19 3.47 5.98
*
```

Values from the calculation:
- strongest force on any atom (eV/A) = 2.88
- total energy (eV) = -137344.458
- orbital gap (spin up / spin down) (eV) = 6.592 / 6.532
- highest occupied orbital energy (spin up / spin down) (eV) = -6.1 / -6.0

***

Record 6
H5NO2Si | ωB97M-V/def2-TZVPD

```
! RIJCOSX wB97M-V def2-TZVPD def2/J DEFGRID3
* xyz 0 1
N -1.54 0.35 -0.21
O 0.70 -1.62 0.03
O 1.18 0.82 -0.43
Si 0.06 -0.09 0.34
H -2.23 -0.30 0.09
H -1.71 0.58 -1.21
H 1.58 -1.46 -0.25
H 1.95 1.38 -0.13
H 0.00 0.35 1.77
*
```

Values from the calculation:
- strongest force on any atom (eV/A) = 2.12
- ΔE to the lowest compared entry with this formula, charge and spin (kJ/mol) = 29.65
- total energy (eV) = -13546.914
- SMILES = N[SiH](O)O
- orbital gap (eV) = 10.948
- highest occupied orbital energy (eV) = -10.3